Formula: C12H32Cl5O12
Source: OMol25
Level of theory: ωB97M-V with the def2-TZVPD basis set

Summary:
Relative energy (zero: lowest compared OMol25 entry of this formula, charge and spin)   0.0 kcal/mol

The geometry in ORCA input format:
```
! RIJCOSX wB97M-V def2-TZVPD def2/J DEFGRID3
* xyz -1 1
Cl 7.1716 8.6247 -3.1847
O 6.4325 9.1802 -4.2947
O 8.5268 8.3309 -3.6082
O 7.2191 9.6212 -2.1244
O 6.5447 7.4194 -2.7223
C 10.3645 3.7082 -3.9825
C 9.4240 4.8755 -3.9964
O 9.4433 5.5049 -2.7249
O 11.6933 4.1823 -4.1547
H 10.0950 3.0406 -4.8139
H 10.2525 3.1585 -3.0421
H 8.4061 4.5538 -4.2396
H 9.7603 5.5846 -4.7643
H 8.7798 6.2040 -2.7678
H 12.2827 3.4239 -4.1680
C 2.9696 9.9658 -4.0759
C 3.1933 9.3029 -2.7448
O 3.5582 7.9379 -2.8690
O 1.9878 9.2528 -4.8156
H 3.9246 9.9952 -4.6131
H 2.6457 11.0034 -3.9143
H 2.2986 9.3341 -2.1184
H 3.9879 9.8550 -2.2245
H 4.4487 7.9552 -3.2402
H 1.9483 9.6366 -5.6950
C 10.5815 10.9422 -1.1384
C 10.4897 11.0671 -2.6433
O 9.2432 11.5187 -3.1058
O 9.6527 10.0244 -0.5902
H 10.4833 11.9334 -0.6760
H 11.5891 10.5821 -0.9035
H 10.8001 10.1043 -3.0637
H 11.1929 11.8497 -2.9445
H 8.6100 10.8140 -3.2808
H 8.9220 9.8789 -1.2152
C 7.6746 12.5863 1.4833
C 6.9649 11.3088 1.0917
O 7.7332 10.1759 1.4329
O 7.9675 12.5965 2.8803
H 7.0581 13.4606 1.2849
H 8.6138 12.6911 0.9224
H 6.7402 11.3344 0.0148
H 6.0087 11.2707 1.6178
H 8.4913 10.1923 0.8248
H 8.5286 11.8283 3.0335
Cl 6.3866 14.8361 -1.1613
C 5.6893 14.2210 -2.6846
C 6.3491 12.9373 -3.1198
Cl 5.6011 12.4759 -4.6772
H 5.8262 14.9930 -3.4394
H 4.6189 14.0974 -2.5419
H 6.1664 12.1281 -2.4173
H 7.4152 13.0634 -3.2785
Cl 8.1803 9.6135 -8.1825
C 9.4363 9.0428 -7.0607
C 9.9073 10.1180 -6.1298
Cl 10.9290 11.3579 -6.9125
H 10.2551 8.6403 -7.6513
H 9.0126 8.2415 -6.4562
H 10.4980 9.6728 -5.3308
H 9.0846 10.6358 -5.6452
*
```

***

Formula: C12H32ClN12O14
Source: OMol25
Level of theory: ωB97M-V with the def2-TZVPD basis set

The geometry in ORCA input format:
```
! RIJCOSX wB97M-V def2-TZVPD def2/J DEFGRID3
* xyz 1 1
C 2.1519 1.7538 1.3734
C 2.7924 1.1319 0.1060
C 1.9801 -0.0748 -0.5237
Cl 1.4424 0.3209 -2.2135
C 0.6911 -0.2791 0.2867
N -0.3688 0.4715 -0.0459
C -1.3124 0.0795 0.8673
N -2.5196 0.6232 0.8686
N -2.9161 1.6417 -0.0105
N -0.8158 -0.8598 1.6685
N 0.4742 -1.0794 1.3192
H 1.1692 2.2183 1.1947
H 2.1438 1.0646 2.2368
H 2.8110 2.5895 1.6811
H 2.8649 1.8991 -0.6770
H 3.7765 0.7315 0.4036
H 2.5783 -0.9882 -0.6211
H -3.1884 0.3160 1.5639
H -2.4802 2.4957 0.3438
H -2.5669 1.4453 -0.9469
H -1.2617 -1.3371 2.4397
H 1.1807 -1.6972 1.7165
C 5.4443 -1.4633 2.7132
N 3.9623 -1.3716 2.7380
O 3.4213 -1.1536 3.7950
O 3.3742 -1.5246 1.6701
H 5.8173 -1.3074 3.7195
H 5.7091 -2.4598 2.3504
H 5.8079 -0.6892 2.0405
C -5.5313 5.1619 0.6342
N -4.0452 5.1364 0.5869
O -3.4861 5.9605 -0.1003
O -3.4860 4.2762 1.2517
H -5.8830 5.9708 0.0031
H -5.8924 4.2098 0.2706
H -5.8222 5.3241 1.6691
C 4.4257 0.2203 -3.6993
N 5.9108 0.1767 -3.7091
O 6.4967 0.9898 -4.3874
O 6.4366 -0.6863 -3.0234
H 4.0945 1.0287 -4.3435
H 4.0694 -0.7425 -4.0651
H 4.1130 0.3921 -2.6748
C 4.9507 -6.4453 2.2737
N 5.5113 -5.2239 2.9140
O 6.0047 -4.3761 2.1842
O 5.4408 -5.1533 4.1185
H 5.0852 -6.3682 1.2002
H 5.4912 -7.2999 2.6714
H 3.8959 -6.4939 2.5306
C 5.0864 -3.7970 -2.5861
N 4.2876 -3.7599 -3.8421
O 3.9815 -2.6638 -4.2809
O 3.9993 -4.8230 -4.3409
H 5.2696 -2.7778 -2.2601
H 4.5068 -4.3452 -1.8476
H 6.0208 -4.3050 -2.8082
C -9.7563 3.4775 0.7115
N -8.3301 3.5626 0.3022
O -8.0659 4.2191 -0.6893
O -7.5247 2.9647 0.9925
H -10.3528 4.0519 0.0111
H -10.0372 2.4271 0.6917
H -9.8337 3.8872 1.7152
C -6.3780 0.5411 -1.4358
N -7.8584 0.3900 -1.4582
O -8.4354 0.3544 -0.3865
O -8.3840 0.3150 -2.5468
H -6.0503 0.5970 -0.4031
H -5.9537 -0.3278 -1.9327
H -6.1351 1.4565 -1.9689
*
```

***

Formula: C12H32CrFN2O10P2
Source: OMol25
Level of theory: ωB97M-V with the def2-TZVPD basis set

Summary:
Relative energy (zero: lowest compared OMol25 entry of this formula, charge and spin)   8.1 kcal/mol
⟨S²⟩   6.01

The geometry in ORCA input format:
```
! RIJCOSX wB97M-V def2-TZVPD def2/J DEFGRID3
* xyz 1 5
Cr -0.6948 0.3470 -1.3376
F -0.6847 -1.0322 0.1147
C 2.2673 3.3262 -0.6463
C 1.4506 2.2830 0.1023
O 0.2987 2.0067 -0.2452
N 2.0486 1.6843 1.1366
C 1.3490 0.8872 2.1282
H 3.2625 3.4320 -0.2245
H 1.7169 4.2599 -0.6990
H 2.3458 2.9146 -1.6547
H 3.0215 1.8604 1.3154
H 0.3085 1.2054 2.2022
H 1.7447 1.0857 3.1233
H 1.3938 -0.1675 1.8577
C 0.3757 -4.4198 0.6970
C 0.5438 -4.0860 2.1602
O 0.9326 -4.9032 2.9939
N 0.1674 -2.8421 2.4700
C 0.3127 -2.2285 3.7885
H 1.3594 -4.8179 0.4287
H 0.1856 -3.5689 0.0471
H -0.3713 -5.2088 0.6407
H -0.2496 -2.3438 1.6957
H 0.3810 -1.1543 3.6269
H 1.1443 -2.6440 4.3429
H -0.6312 -2.4209 4.3078
C -3.1468 0.1712 2.0315
O -3.0774 1.5345 1.6006
P -3.3938 1.9067 0.0990
O -2.4648 1.3160 -0.8761
O -3.3556 3.4678 0.0621
C -3.8668 4.3198 1.0913
O -4.9261 1.5231 -0.0640
C -5.6286 1.8365 -1.2507
H -2.3385 -0.0734 2.7135
H -3.1739 -0.5825 1.2437
H -4.0869 0.0373 2.5731
H -4.9583 4.3779 1.0784
H -3.5160 5.3228 0.8643
H -3.5575 3.9682 2.0722
H -5.2432 2.7171 -1.7731
H -6.6966 1.9975 -1.1262
H -5.5474 1.0338 -1.9899
C 4.1363 0.3938 -2.4313
O 3.4399 -0.6139 -3.1903
P 2.1706 -1.3067 -2.5602
O 1.1815 -0.3140 -2.0507
O 1.6064 -2.2042 -3.6918
C 1.3024 -1.6155 -4.9581
O 2.6993 -2.3805 -1.5316
C 2.9141 -2.0328 -0.1614
H 5.1459 0.4916 -2.8236
H 4.0562 0.1825 -1.3702
H 3.7199 1.3754 -2.6740
H 1.8939 -2.0844 -5.7429
H 1.5811 -0.5594 -5.0379
H 0.2410 -1.6711 -5.1857
H 2.5907 -2.8427 0.4956
H 2.3332 -1.1701 0.1635
H 3.9869 -1.9767 0.0285
*
```

***

Formula: C12H32CrO11S5
Source: OMol25
Level of theory: ωB97M-V with the def2-TZVPD basis set

Summary:
⟨S²⟩   6.01

The geometry in ORCA input format:
```
! RIJCOSX wB97M-V def2-TZVPD def2/J DEFGRID3
* xyz 0 5
Cr -19.8455 -6.3437 -14.0138
O -21.3194 -6.6745 -17.7528
C -20.8754 -6.4319 -16.5129
O -21.4493 -6.7166 -15.3857
O -19.7168 -6.2336 -16.2139
H -20.5717 -6.7448 -18.3508
O -17.8893 -5.4314 -10.2905
C -18.8726 -5.3777 -11.1516
O -19.9523 -4.8911 -10.7978
O -18.7640 -5.7097 -12.3890
H -18.3620 -4.9178 -9.6314
C -15.7627 -6.9322 -13.5689
S -16.8100 -8.0330 -14.6667
O -18.2149 -7.4577 -14.5820
C -16.1812 -7.5152 -16.3553
H -15.7678 -5.8825 -13.8622
H -14.7536 -7.3146 -13.7225
H -15.8728 -7.0837 -12.4951
H -15.1431 -7.7674 -16.5719
H -16.1350 -6.4568 -16.6118
H -16.7416 -7.9514 -17.1821
C -23.5123 -4.7535 -11.8367
S -22.9287 -6.3937 -12.1538
O -21.6076 -6.3376 -12.8933
C -22.5856 -6.6281 -10.3234
H -24.0556 -4.4467 -12.7305
H -22.6440 -4.1733 -11.5241
H -24.2029 -4.5971 -11.0081
H -21.5403 -6.7155 -10.0272
H -23.0217 -7.5875 -10.0450
H -22.8958 -5.8766 -9.5974
C -21.2078 -1.8761 -13.6514
S -21.0042 -3.0494 -15.0436
O -20.9313 -4.3743 -14.2471
C -22.7752 -2.9840 -15.7208
H -21.5995 -0.9410 -14.0516
H -20.2421 -1.6742 -13.1879
H -21.7765 -2.2562 -12.8028
H -22.9803 -3.6247 -16.5784
H -22.9287 -1.9795 -16.1152
H -23.3887 -3.2175 -14.8506
C -17.9658 -2.5185 -16.4886
S -17.6614 -3.1264 -14.7569
O -18.0360 -4.6108 -14.8636
C -15.7999 -2.8873 -14.7006
H -17.0813 -2.9439 -16.9628
H -17.9621 -1.4341 -16.5990
H -18.7841 -2.8732 -17.1154
H -15.3563 -3.7298 -15.2312
H -15.3899 -2.6946 -13.7092
H -15.5839 -1.9088 -15.1294
C -21.6006 -10.1141 -13.2272
S -19.9509 -9.5915 -12.7382
O -20.0402 -8.0920 -13.0519
C -20.2631 -9.5372 -10.9266
H -21.6210 -10.0553 -14.3154
H -22.4127 -9.5192 -12.8093
H -21.6950 -11.1566 -12.9233
H -20.3807 -10.4879 -10.4067
H -21.0580 -8.8808 -10.5724
H -19.3941 -9.1144 -10.4225
*
```

***

| no. | energy (eV) |
| --- | --- |
| 1 | -100139.940 |
| 2 | -72004.913 |
| 3 | -86136.814 |
| 4 | -118077.036 |